Record 1
Density functional theory data (ωB97M-V/def2-TZVPD) for one molecule with the formula C4H10O at a distorted geometry.

Each line ends with the Löwdin charge.
Element x y z (Å)
C (-1.563, -0.207, 0.868)  -0.11
C (-0.365, -0.863, 0.148)  -0.19
C (0.403, 0.067, -0.806)  -0.42
C (1.806, 0.298, -0.249)  -0.07
O (-0.191, 1.348, -1.057)  -0.06
H (-2.422, -0.110, 0.176)  0.08
H (-1.500, 0.840, 1.162)  0.06
H (-1.997, -0.862, 1.622)  0.07
H (0.271, -1.228, 0.920)  0.09
H (-0.829, -1.689, -0.363)  0.10
H (0.539, -0.358, -1.805)  0.14
H (2.358, 1.084, -0.773)  0.08
H (1.831, 0.662, 0.772)  0.08
H (2.415, -0.602, -0.298)  0.08
H (-0.756, 1.620, -0.316)  0.06

As for the SMILES: CC[C@H](C)O. The energy above the lowest of the compared OMol25 structures with the same formula, charge and spin comes out at 0.7267 eV. Its gap between HOMO and LUMO is 11.039 eV. Its charge is 0.

Record 2
Density functional theory data (ωB97M-V/def2-TZVPD) for C56H49IrN3OP2 as an isolated structure at a distorted geometry.

Each line ends with the Löwdin charge.
Element x y z (Å)
Ir (0.133, -0.392, -0.863)  1.11
N (-1.170, -2.051, 1.297)  -0.05
P (0.159, -0.953, 1.363)  0.92
C (1.650, -1.837, 1.933)  -0.27
C (2.476, -1.285, 2.861)  -0.10
C (3.627, -1.919, 3.362)  -0.02
C (3.931, -3.256, 2.936)  -0.05
C (3.164, -3.831, 1.998)  -0.02
C (1.984, -3.183, 1.321)  -0.24
C (-0.227, 0.242, 2.644)  -0.35
C (-0.707, -0.093, 3.918)  -0.06
C (-0.707, 0.876, 4.910)  -0.06
C (-0.175, 2.124, 4.704)  -0.07
C (0.273, 2.497, 3.456)  -0.05
C (0.261, 1.541, 2.430)  -0.09
C (-1.395, -2.775, 0.170)  -0.38
C (-2.267, -3.894, 0.138)  0.02
C (-2.483, -4.547, -1.033)  -0.02
C (-1.771, -4.177, -2.198)  -0.01
C (-0.959, -3.052, -2.095)  -0.12
N (-0.836, -2.333, -0.951)  -0.07
H (-1.577, -2.432, 2.139)  0.12
H (2.269, -0.316, 3.301)  0.11
H (4.222, -1.415, 4.076)  0.10
H (4.755, -3.819, 3.342)  0.12
H (3.474, -4.816, 1.624)  0.13
H (1.167, -3.872, 1.491)  0.14
H (-1.066, -1.103, 4.139)  0.11
H (-1.099, 0.657, 5.877)  0.11
H (-0.111, 2.810, 5.548)  0.13
H (0.605, 3.505, 3.247)  0.11
H (0.607, 1.782, 1.428)  0.07
H (-2.739, -4.245, 1.067)  0.14
H (-3.166, -5.343, -1.015)  0.11
H (-1.800, -4.692, -3.157)  0.12
H (-0.370, -2.655, -2.939)  0.12
C (-2.004, 2.228, -3.251)  -0.06
C (-2.578, 0.851, -3.446)  -0.38
C (-3.772, 0.485, -2.557)  -0.04
C (-1.461, -0.210, -3.615)  -0.24
C (-1.044, -0.250, -5.061)  -0.05
O (0.393, -0.484, -5.024)  0.02
C (0.830, -0.266, -3.801)  -0.30
N (-0.104, -0.127, -2.901)  -0.05
C (2.322, -0.081, -3.774)  -0.09
C (2.932, 0.216, -5.019)  0.01
C (4.179, 0.763, -5.108)  -0.04
C (4.896, 0.988, -3.961)  -0.04
C (4.372, 0.622, -2.742)  -0.07
C (3.064, 0.102, -2.598)  -0.26
P (2.514, -0.358, -0.933)  0.95
C (3.136, -2.013, -0.687)  -0.27
C (2.187, -3.137, -0.237)  -0.26
C (2.652, -4.510, -0.691)  -0.03
C (3.867, -4.707, -1.246)  -0.08
C (4.796, -3.668, -1.364)  -0.02
C (4.405, -2.326, -1.129)  -0.06
C (3.199, 0.887, 0.136)  -0.39
C (2.701, 2.169, -0.075)  -0.11
C (3.289, 3.236, 0.618)  -0.05
C (4.284, 2.991, 1.539)  -0.05
C (4.796, 1.714, 1.694)  -0.05
C (4.269, 0.638, 0.997)  -0.08
H (-2.830, 2.936, -3.336)  0.09
H (-1.233, 2.450, -3.987)  0.08
H (-1.558, 2.288, -2.231)  0.06
H (-2.991, 0.912, -4.481)  0.14
H (-3.491, 0.242, -1.507)  0.05
H (-4.371, -0.289, -3.009)  0.08
H (-4.419, 1.363, -2.520)  0.09
H (-1.889, -1.176, -3.314)  0.12
H (-1.191, 0.708, -5.581)  0.14
H (-1.539, -1.036, -5.631)  0.15
H (2.379, 0.109, -5.932)  0.12
H (4.593, 0.934, -6.083)  0.12
H (5.895, 1.400, -4.000)  0.13
H (5.030, 0.777, -1.872)  0.12
H (1.249, -2.916, -0.689)  0.06
H (1.945, -5.333, -0.610)  0.13
H (4.143, -5.737, -1.486)  0.13
H (5.790, -3.882, -1.714)  0.11
H (5.080, -1.543, -1.403)  0.10
H (1.892, 2.342, -0.778)  0.11
H (2.926, 4.244, 0.515)  0.11
H (4.623, 3.836, 2.095)  0.11
H (5.618, 1.546, 2.378)  0.12
H (4.661, -0.360, 1.076)  0.10
C (-1.325, 0.822, -0.254)  -0.22
C (-2.169, 1.460, 0.371)  -0.12
C (-3.183, 2.026, 1.104)  -0.11
C (-4.481, 1.323, 1.215)  -0.18
C (-5.669, 2.006, 1.502)  -0.02
C (-6.885, 1.344, 1.412)  -0.05
C (-6.944, -0.007, 1.008)  -0.06
C (-5.763, -0.697, 0.730)  -0.08
C (-4.546, -0.044, 0.890)  -0.06
C (-2.878, 3.201, 1.968)  -0.21
C (-2.099, 4.245, 1.497)  -0.02
C (-1.701, 5.276, 2.368)  -0.07
C (-2.135, 5.272, 3.670)  -0.08
C (-2.941, 4.234, 4.148)  -0.06
C (-3.273, 3.179, 3.300)  -0.04
H (-5.630, 3.069, 1.686)  0.12
H (-7.779, 1.886, 1.689)  0.11
H (-7.913, -0.435, 0.788)  0.11
H (-5.773, -1.731, 0.364)  0.11
H (-3.635, -0.632, 0.749)  0.09
H (-1.806, 4.216, 0.434)  0.12
H (-1.055, 6.066, 2.055)  0.10
H (-1.918, 6.084, 4.327)  0.10
H (-3.230, 4.205, 5.189)  0.11
H (-3.828, 2.322, 3.659)  0.12

Its gap between HOMO and LUMO (alpha / beta) is 5.919 / 5.908 eV. Its charge is +2. The expectation value of S² is 8.8627. As for the spin multiplicity: 6.

Record 3
Density functional theory data (ωB97M-V/def2-TZVPD) for C22H25BDyF4NO as an isolated structure at a distorted geometry.

Each line ends with the Löwdin charge.
Element x y z (Å)
C (2.198, 0.128, 2.952)  -0.20
C (2.523, -0.459, 1.691)  -0.21
C (2.389, 0.535, 0.672)  -0.21
H (2.851, -1.488, 1.552)  0.11
C (1.930, 1.739, 1.307)  -0.22
C (1.818, 1.482, 2.710)  -0.22
H (1.710, 2.702, 0.834)  0.10
C (-1.397, -1.837, 2.964)  -0.15
C (-0.241, -2.385, 2.337)  -0.20
C (-0.458, -2.390, 0.923)  -0.15
H (0.639, -2.773, 2.833)  0.11
C (-1.687, -1.701, 0.671)  -0.34
C (-2.231, -1.323, 1.938)  -0.16
H (2.657, 0.433, -0.389)  0.10
H (1.433, 2.209, 3.420)  0.11
H (2.334, -0.384, 3.902)  0.11
H (-3.112, -0.697, 2.061)  0.12
H (0.169, -2.875, 0.171)  0.11
H (-1.655, -1.855, 4.011)  0.11
Dy (-0.018, 0.095, 1.631)  1.70
C (-2.413, -1.520, -0.648)  -0.50
C (-3.810, -2.135, -0.460)  -0.04
C (-1.650, -2.218, -1.774)  -0.04
H (-3.731, -3.130, -0.004)  0.10
H (-4.333, -2.245, -1.415)  0.08
H (-4.435, -1.528, 0.207)  0.09
H (-1.676, -3.303, -1.619)  0.10
H (-0.601, -1.898, -1.811)  0.09
H (-2.116, -1.986, -2.738)  0.09
C (-2.571, 0.001, -0.985)  -0.05
C (-1.320, 0.747, -1.356)  -0.39
H (-3.029, 0.539, -0.133)  0.14
H (-3.277, 0.112, -1.817)  0.13
O (-0.350, 0.792, -0.523)  -0.12
N (-1.254, 1.464, -2.478)  0.10
C (-0.233, 2.529, -2.638)  -0.10
H (-1.926, 1.334, -3.236)  0.16
C (1.136, 1.984, -2.908)  -0.24
C (2.275, 2.631, -2.417)  -0.04
H (2.135, 3.522, -1.803)  0.12
C (3.549, 2.147, -2.723)  -0.08
H (4.441, 2.653, -2.343)  0.11
C (3.687, 1.013, -3.533)  -0.08
H (4.679, 0.633, -3.783)  0.11
C (2.547, 0.372, -4.029)  -0.07
H (2.631, -0.506, -4.667)  0.10
C (1.277, 0.866, -3.721)  -0.04
H (0.374, 0.401, -4.117)  0.11
H (-0.228, 3.115, -1.719)  0.13
H (-0.556, 3.186, -3.457)  0.14
F (-0.640, 0.781, 3.660)  -0.41
B (-0.142, 0.160, 5.573)  -0.90
F (0.852, 1.060, 5.772)  0.20
F (-1.377, 0.428, 6.037)  0.21
F (0.237, -1.153, 5.419)  0.17

Its gap between HOMO and LUMO (alpha / beta) is 8.005 / 8.034 eV. Its charge is 0. The expectation value of S² is 9.3534. As for the spin multiplicity: 6.

Question: charge of number 1 (C4H10O)?
Answer: 0

Question: Which of these has the highest charge?
Answer: C56H49IrN3OP2

Question: Which formula does entry 3 have?
Answer: C22H25BDyF4NO

Please write out number 1 again, unchanged.
Density functional theory data (ωB97M-V/def2-TZVPD) for one molecule with the formula C4H10O at a distorted geometry.

Each line ends with the Löwdin charge.
Element x y z (Å)
C (-1.563, -0.207, 0.868)  -0.11
C (-0.365, -0.863, 0.148)  -0.19
C (0.403, 0.067, -0.806)  -0.42
C (1.806, 0.298, -0.249)  -0.07
O (-0.191, 1.348, -1.057)  -0.06
H (-2.422, -0.110, 0.176)  0.08
H (-1.500, 0.840, 1.162)  0.06
H (-1.997, -0.862, 1.622)  0.07
H (0.271, -1.228, 0.920)  0.09
H (-0.829, -1.689, -0.363)  0.10
H (0.539, -0.358, -1.805)  0.14
H (2.358, 1.084, -0.773)  0.08
H (1.831, 0.662, 0.772)  0.08
H (2.415, -0.602, -0.298)  0.08
H (-0.756, 1.620, -0.316)  0.06

As for the SMILES: CC[C@H](C)O. The energy above the lowest of the compared OMol25 structures with the same formula, charge and spin comes out at 0.7267 eV. Its gap between HOMO and LUMO is 11.039 eV. Its charge is 0.